1.
{
  "formula": "C34H41Cl3HfNOP3",
  "method": "ωB97M-V/def2-TZVPD",
  "orbital_gap_ha": [0.1710, 0.1709],
  "max_force_ev_per_a": 9.8,
  "spin_multiplicity": 1,
  "total_charge": 2,
  "e_lumo_ev": [-6.87, -6.88],
  "total_energy_ha": -3902.2032,
  "symbols": ["P", "C", "C", "H", "C", "H", "C", "H", "C", "H", "C", "H", "C", "C", "H", "C", "H", "C", "H", "C", "H", "C", "H", "C", "C", "H", "C", "H", "C", "H", "C", "H", "C", "H", "Hf", "C", "C", "H", "C", "O", "H", "C", "H", "C", "Cl", "Cl", "P", "C", "H", "H", "H", "C", "H", "H", "H", "C", "H", "H", "H", "P", "C", "C", "H", "H", "H", "H", "H", "H", "C", "H", "H", "H", "H", "Cl", "C", "C", "C", "C", "N", "C", "H", "H", "H", "H"],
  "coordinates": [[-5.47133, -1.75389, 2.63129], [-4.77872, -0.65176, 3.88081], [-5.89834, 0.15938, 4.20534], [-6.66845, 0.30784, 3.45142], [-6.10160, 0.56187, 5.51411], [-7.04873, 1.03318, 5.79608], [-5.08828, 0.31923, 6.45939], [-5.26706, 0.61853, 7.50706], [-3.86841, -0.28679, 6.07874], [-3.10569, -0.39942, 6.85095], [-3.68017, -0.75192, 4.78146], [-2.73910, -1.19439, 4.46478], [-5.65250, -0.82253, 1.05001], [-5.45080, 0.56614, 0.78284], [-4.81726, 1.16513, 1.41892], [-6.11631, 1.15777, -0.31155], [-6.06732, 2.23794, -0.47918], [-6.92025, 0.39772, -1.17111], [-7.51889, 0.87394, -1.95498], [-6.98041, -0.98933, -1.00879], [-7.61277, -1.60403, -1.64979], [-6.27064, -1.60237, 0.03243], [-6.30662, -2.66951, 0.14959], [-4.51614, -3.29450, 2.38041], [-5.53033, -4.05770, 3.01745], [-6.32727, -3.48427, 3.52133], [-5.55889, -5.43703, 2.92521], [-6.38949, -5.97303, 3.39040], [-4.51067, -6.07217, 2.23509], [-4.53363, -7.16607, 2.16431], [-3.45475, -5.33319, 1.65274], [-2.65165, -5.88973, 1.14687], [-3.43503, -3.92987, 1.71021], [-2.58677, -3.37812, 1.30911], [0.51181, -0.03240, -0.08305], [-0.51287, -0.32910, -2.16414], [-1.77196, -0.77575, -2.36368], [0.22674, -0.37004, -2.98357], [-2.79951, -1.02574, -1.23817], [-3.23076, -2.41925, -1.28043], [-3.85940, -2.63441, -0.52951], [-2.11999, -0.56749, -0.08144], [-3.67264, -0.37303, -1.20004], [-1.33527, 0.23233, 0.64434], [2.41134, 0.85537, -1.12985], [1.21606, 0.51941, 2.22105], [-0.86059, 2.42302, 0.10704], [0.50983, 3.55484, 0.45118], [1.19554, 3.55501, -0.40226], [1.04784, 3.20421, 1.33871], [0.06530, 4.54394, 0.62738], [-1.49571, 2.90237, -1.52187], [-2.42857, 2.35737, -1.72917], [-0.74976, 2.63222, -2.28081], [-1.67777, 3.98945, -1.51478], [-2.15841, 2.98072, 1.24483], [-2.02018, 2.49602, 2.22162], [-3.16171, 2.74577, 0.85931], [-2.05839, 4.07022, 1.35972], [-2.46897, -1.00101, -4.00424], [-1.35469, -0.23447, -5.16177], [-4.09687, -0.26153, -4.12257], [-0.32695, -0.59309, -5.00792], [-1.39960, 0.86200, -5.07301], [-1.71251, -0.54076, -6.15203], [-4.84427, -0.77896, -3.50314], [-4.38459, -0.35274, -5.17864], [-4.08224, 0.80584, -3.86449], [-2.62051, -2.75259, -4.30373], [-1.64238, -3.24381, -4.23308], [-3.00086, -2.84048, -5.32841], [-3.32069, -3.21185, -3.59605], [-1.36656, -0.26167, 1.64007], [-0.33704, -5.93767, -0.74334], [0.57835, -4.62144, -0.12334], [1.83785, -4.88649, 0.40600], [2.52823, -3.78720, 0.93022], [1.97243, -2.51941, 0.85189], [0.85378, -2.23389, 0.12930], [0.07288, -3.32211, -0.22216], [2.25534, -5.89107, 0.38681], [3.50494, -3.91395, 1.38332], [2.42779, -1.69622, 1.41697], [-0.94349, -3.15592, -0.56955]]
}



2.
{
  "formula": "C37H67FO19S",
  "method": "ωB97M-V/def2-TZVPD",
  "orbital_gap_ha": 0.2876,
  "max_force_ev_per_a": 9.1,
  "spin_multiplicity": 1,
  "e_lumo_ev": -0.46,
  "total_energy_ha": -3377.2323,
  "symbols": ["C", "C", "C", "C", "C", "C", "F", "C", "C", "C", "C", "C", "O", "C", "O", "O", "C", "O", "C", "C", "C", "C", "S", "H", "H", "H", "H", "H", "H", "H", "H", "H", "H", "H", "H", "H", "H", "H", "H", "H", "H", "H", "H", "H", "H", "H", "H", "H", "H", "H", "C", "C", "O", "C", "O", "O", "C", "H", "H", "H", "H", "H", "H", "H", "H", "C", "C", "O", "C", "O", "O", "C", "H", "H", "H", "H", "H", "H", "H", "H", "C", "C", "O", "C", "O", "O", "C", "H", "H", "H", "H", "H", "H", "H", "H", "C", "C", "O", "C", "O", "O", "C", "H", "H", "H", "H", "H", "H", "H", "H", "C", "C", "O", "C", "O", "O", "C", "H", "H", "H", "H", "H", "H", "H", "H"],
  "coordinates": [[3.70693, -1.88212, 0.27482], [3.13275, -0.63006, -0.35406], [2.10587, 0.39218, 0.47143], [3.14097, 1.42499, 1.20277], [2.44527, 2.63814, 2.05500], [3.44619, 3.96216, 1.86100], [1.09910, 3.04588, 1.59369], [1.09857, -0.55320, 1.35189], [0.05549, 0.11817, 2.42594], [-1.26050, 0.83510, 1.76152], [-2.69974, 0.37673, 2.46504], [-2.72232, 0.58526, 4.09510], [-3.40153, 1.87425, 4.40265], [-2.53126, 3.02348, 4.10108], [-1.20985, 3.08577, 4.41871], [0.36982, -1.27173, 0.25407], [0.46773, -0.59861, -1.08400], [0.14910, -1.10297, -2.28759], [1.12404, 0.90046, -0.73730], [1.78677, 1.72538, -2.02252], [1.34021, 3.31725, -2.06213], [-0.14608, 3.46994, -2.74970], [-0.99728, 4.91533, -1.83452], [4.86484, -2.02440, 0.43822], [2.89754, -2.69168, 0.59049], [3.43682, -0.46062, -1.49118], [3.94135, 0.79549, 1.81855], [3.76831, 1.94584, 0.33249], [2.46773, 2.32476, 3.20637], [3.22215, 4.39639, 0.78022], [4.59388, 3.67236, 1.97213], [3.21899, 4.82507, 2.61754], [1.55234, -1.44683, 1.99276], [-0.35683, -0.78158, 3.09288], [0.58677, 0.84632, 3.20643], [-1.23740, 2.02194, 1.84056], [-1.40559, 0.60840, 0.60333], [-2.96846, -0.70910, 2.10496], [-3.50741, 1.13340, 2.02026], [-1.65976, 0.51758, 4.59940], [-3.39657, -0.29083, 4.53004], [-2.95324, 3.93796, 3.50280], [0.24025, 1.64851, -0.44629], [1.52521, 1.14211, -3.00424], [2.95670, 1.71715, -1.87490], [1.36847, 3.77112, -0.96681], [2.09701, 3.95606, -2.70802], [-0.07333, 3.69982, -3.90186], [-0.77099, 2.47969, -2.56748], [-0.37225, 5.03788, -0.56031], [-7.92077, 2.97279, -0.30146], [-8.45293, 1.96128, 0.69867], [-8.67237, 0.69139, 0.07175], [-7.56274, -0.06212, -0.13102], [-6.42140, 0.24202, 0.17723], [-7.93792, -1.20283, -0.76243], [-6.84754, -2.05041, -1.11762], [-8.57516, 3.02997, -1.17716], [-7.84622, 3.96463, 0.15273], [-6.92894, 2.68625, -0.66509], [-9.42376, 2.30076, 1.07513], [-7.78892, 1.85972, 1.56489], [-6.21131, -2.26434, -0.25244], [-6.26462, -1.58882, -1.92114], [-7.25651, -2.99509, -1.48483], [0.47041, -3.52657, -4.42792], [0.67628, -4.35888, -3.17434], [0.64695, -5.75846, -3.48112], [1.78150, -6.26307, -4.02730], [2.80360, -5.63940, -4.26507], [1.57378, -7.57776, -4.29012], [2.66510, -8.21250, -4.95314], [-0.44030, -3.83586, -4.95071], [0.39527, -2.46429, -4.17989], [1.29926, -3.65726, -5.13076], [-0.14575, -4.17037, -2.47562], [1.60568, -4.09151, -2.65830], [3.60428, -8.05765, -4.41178], [2.74446, -7.83898, -5.97914], [2.46307, -9.28597, -4.98979], [-3.71102, 0.86436, -3.74784], [-5.09130, 1.17858, -3.19767], [-5.54643, 2.45583, -3.66165], [-6.02378, 2.48263, -4.93113], [-6.10344, 1.52912, -5.68917], [-6.37225, 3.76090, -5.22312], [-6.80935, 3.94640, -6.56773], [-3.01347, 1.67857, -3.52690], [-3.32386, -0.06300, -3.31690], [-3.73429, 0.75356, -4.83653], [-5.04065, 1.23796, -2.10525], [-5.81465, 0.39286, -3.44458], [-7.61026, 3.24582, -6.82626], [-5.96246, 3.83477, -7.25243], [-7.19919, 4.96313, -6.66158], [10.78601, -3.24478, -1.35158], [10.33808, -1.98318, -2.06875], [9.33941, -2.28293, -3.05192], [8.08569, -2.48054, -2.57308], [7.74522, -2.41692, -1.40253], [7.27910, -2.78939, -3.61936], [5.94230, -3.11107, -3.24130], [11.10276, -4.00581, -2.07189], [11.61540, -3.03060, -0.67200], [9.96843, -3.68069, -0.76883], [11.18945, -1.54937, -2.60395], [9.97822, -1.22318, -1.36556], [5.50417, -2.32381, -2.61891], [5.92546, -4.07211, -2.71726], [5.34388, -3.20203, -4.15131], [2.28898, -0.44617, 9.74498], [0.90870, -0.13195, 10.29515], [0.45357, 1.14531, 9.83117], [-0.02378, 1.17211, 8.56169], [-0.10344, 0.21859, 7.80365], [-0.37225, 2.45038, 8.26971], [-0.80935, 2.63587, 6.92509], [2.98653, 0.36805, 9.96592], [2.67614, -1.37353, 10.17593], [2.26571, -0.55697, 8.65629], [0.95935, -0.07257, 11.38757], [0.18535, -0.91767, 10.04824], [-1.61026, 1.93529, 6.66656], [0.03754, 2.52424, 6.24039], [-1.19919, 3.65260, 6.83124]]
}



3.
{
  "formula": "C49H81BN19O5P",
  "method": "ωB97M-V/def2-TZVPD",
  "orbital_gap_ha": 0.2860,
  "max_force_ev_per_a": 1.8,
  "spin_multiplicity": 1,
  "e_lumo_ev": -0.02,
  "total_energy_ha": -3698.4173,
  "symbols": ["C", "C", "C", "O", "C", "C", "P", "N", "O", "C", "O", "O", "C", "B", "C", "O", "C", "C", "C", "C", "C", "H", "H", "H", "H", "H", "H", "H", "H", "H", "H", "H", "H", "H", "H", "H", "H", "H", "H", "H", "H", "H", "H", "H", "H", "H", "H", "H", "C", "C", "N", "H", "H", "H", "C", "C", "N", "H", "H", "H", "C", "C", "N", "H", "H", "H", "C", "C", "N", "H", "H", "H", "C", "C", "N", "H", "H", "H", "C", "C", "N", "H", "H", "H", "C", "C", "N", "H", "H", "H", "C", "C", "N", "H", "H", "H", "C", "C", "N", "H", "H", "H", "C", "C", "N", "H", "H", "H", "C", "C", "N", "H", "H", "H", "C", "C", "N", "H", "H", "H", "C", "C", "N", "H", "H", "H", "C", "C", "N", "H", "H", "H", "C", "C", "N", "H", "H", "H", "C", "C", "N", "H", "H", "H", "C", "C", "N", "H", "H", "H", "C", "C", "N", "H", "H", "H"],
  "coordinates": [[6.76199, -3.08819, 2.27710], [6.66595, -2.07917, 1.12771], [5.70607, -0.91440, 1.38829], [4.64691, -0.94064, 0.42532], [3.33655, -0.62287, 0.88680], [3.09609, 0.88752, 0.91612], [2.03194, 1.70912, 2.27238], [0.47322, 1.38483, 1.66879], [2.11198, 0.56396, 3.44354], [2.28853, 1.13734, -0.32386], [2.14315, 2.15170, -0.91842], [1.61029, 0.02007, -0.63939], [2.38060, -1.15553, -0.20603], [3.27650, -1.57736, -1.48965], [3.80606, -3.02851, -1.82084], [3.48755, -0.57162, -2.39099], [1.41559, -2.27404, 0.26419], [2.24937, -3.43718, 0.87195], [0.34127, -1.78064, 1.24284], [-0.84539, -2.73520, 1.39088], [-0.65401, -3.95463, 2.30907], [7.20504, -4.03074, 1.94091], [5.77371, -3.29572, 2.70542], [7.39885, -2.70818, 3.08588], [7.66288, -1.69842, 0.87954], [6.31680, -2.60032, 0.22506], [6.23346, 0.04346, 1.27270], [5.28861, -0.95248, 2.40368], [3.19708, -1.06505, 1.88302], [4.02092, 1.46390, 0.96549], [0.13962, 2.17666, 1.12915], [-0.19488, 1.19417, 2.40924], [1.40462, -0.09589, 3.37620], [4.60161, -2.98923, -2.57507], [2.98467, -3.63184, -2.23803], [4.18977, -3.55584, -0.94819], [3.88891, -0.90532, -3.20436], [0.87638, -2.63500, -0.62617], [2.14230, -4.36271, 0.29570], [1.92684, -3.64327, 1.89481], [3.31500, -3.20239, 0.90869], [0.80677, -1.61866, 2.22945], [-0.02560, -0.82134, 0.88043], [-1.69246, -2.15359, 1.78760], [-1.16327, -3.06779, 0.39505], [-0.05225, -3.71055, 3.19301], [-1.62492, -4.29918, 2.67945], [-0.18985, -4.80587, 1.79603], [-1.94682, 1.76013, -1.93463], [-2.12709, 1.97399, -0.50797], [-2.26944, 2.12588, 0.62130], [-1.66752, 2.69261, -2.42136], [-1.15984, 1.02099, -2.08300], [-2.87415, 1.38890, -2.36758], [-5.47462, 1.68392, 1.81111], [-6.07564, 0.72950, 2.73022], [-6.55060, -0.03306, 3.44708], [-4.41856, 1.45286, 1.67176], [-5.98015, 1.63504, 0.84669], [-5.57058, 2.69146, 2.21417], [8.14565, 1.89785, -0.48551], [8.94422, 0.71057, -0.21165], [9.51127, -0.26283, 0.01696], [7.44711, 2.05400, 0.33337], [8.77993, 2.77618, -0.58784], [7.58871, 1.76139, -1.41006], [1.34468, 4.49681, 5.34228], [0.47932, 3.38373, 4.98125], [-0.16543, 2.47909, 4.69318], [2.35887, 4.28063, 5.00751], [1.00623, 5.41426, 4.86720], [1.33941, 4.62591, 6.42379], [-4.41018, -1.83946, -2.67892], [-3.14887, -1.66262, -1.98433], [-2.15768, -1.52271, -1.41986], [-4.83532, -0.87178, -2.94543], [-4.24779, -2.41963, -3.58598], [-5.11168, -2.37487, -2.04752], [7.34095, 5.82313, 1.31671], [6.69418, 4.52964, 1.46919], [6.16458, 3.51812, 1.59137], [8.31987, 5.69797, 0.85661], [6.72923, 6.46031, 0.67961], [7.46786, 6.29359, 2.28878], [-7.60255, -3.56464, -0.12879], [-7.06900, -3.97374, -1.41770], [-6.61297, -4.29488, -2.42159], [-8.46041, -2.91219, -0.28175], [-7.91275, -4.44073, 0.43824], [-6.84253, -3.02364, 0.43316], [-9.36852, 0.84893, 0.34768], [-8.37393, 0.42427, -0.62632], [-7.57145, 0.09169, -1.37841], [-10.06855, 0.03754, 0.53902], [-8.87521, 1.11868, 1.28085], [-9.91583, 1.71051, -0.03021], [-4.09719, -1.73448, 4.10236], [-3.51251, -2.99703, 4.53583], [-3.04050, -3.98651, 4.87747], [-4.96850, -1.49236, 4.70672], [-3.36335, -0.93515, 4.19954], [-4.40549, -1.80657, 3.06125], [0.45992, 8.39217, 7.81082], [0.98577, 8.06660, 6.49155], [1.39134, 7.81130, 5.44754], [-0.28750, 9.17875, 7.72551], [-0.00055, 7.51074, 8.25387], [1.26585, 8.73620, 8.45652], [-1.20825, -4.23702, -3.18747], [-0.22597, -4.82002, -4.09022], [0.54518, -5.28049, -4.80620], [-2.17669, -4.18050, -3.67966], [-1.31073, -4.85597, -2.29931], [-0.89224, -3.23865, -2.88716], [-6.55779, -2.69707, -6.13965], [-6.17961, -1.29375, -6.03617], [-5.87501, -0.19120, -5.93028], [-7.62083, -2.80635, -5.93325], [-6.34728, -3.06292, -7.14301], [-6.00139, -3.28792, -5.41313], [-3.53647, -8.27578, -1.88279], [-3.70044, -6.82940, -1.94260], [-3.82931, -5.68950, -1.99489], [-4.41447, -8.72850, -1.42582], [-3.41149, -8.67460, -2.88788], [-2.65793, -8.52409, -1.29002], [-4.23825, 6.02943, 2.12525], [-5.58864, 5.61204, 2.48133], [-6.64416, 5.25115, 2.75464], [-3.53283, 5.67507, 2.87491], [-3.96438, 5.60828, 1.15945], [-4.18759, 7.11530, 2.06937], [-7.45182, 2.26469, -7.73794], [-7.78835, 1.97843, -9.12611], [-8.05539, 1.75272, -10.22001], [-8.36111, 2.46969, -7.17510], [-6.94202, 1.41047, -7.29420], [-6.79842, 3.13389, -7.68714], [6.92186, 8.30871, 5.75441], [7.83162, 7.78566, 4.74503], [8.54322, 7.37178, 3.94449], [6.35052, 7.49171, 6.19179], [7.48945, 8.80831, 6.53772], [6.23453, 9.01920, 5.29826], [2.46360, -7.49752, -6.43686], [2.24765, -8.93102, -6.58164], [2.06833, -10.05970, -6.69620], [3.00171, -7.11677, -7.30350], [1.51256, -6.97920, -6.34599], [3.04605, -7.29828, -5.53944], [6.16979, 3.41947, -4.13560], [7.28368, 3.95645, -3.36558], [8.14598, 4.38073, -2.73720], [5.67247, 2.63479, -3.56673], [5.45219, 4.21039, -4.34504], [6.53396, 3.00746, -5.07509]]
}